ORCA calculation (the ωB97M-V functional and the def2-TZVPD basis) on a structure of composition C22H12BrClF3IN2O3Re.

Calculated values
- Lowest unoccupied orbital energy (alpha / beta): -0.2856 / -0.3064 hartree
- Expectation value of S²: 0.755
- Electronic energy: -4890.02128 Eh
- Gap between HOMO and LUMO (alpha / beta): 6.6 / 6.0 eV
- Total charge: +2
- Maximum force: 0.37 eV/A
- Multiplicity: 2

Last column: natural (NBO) charge in e.
Cartesian coordinates (Å):
Re (0.39446, 0.43364, 0.94586)  1.771
Cl (-5.06517, -2.43011, 3.91798)  0.106
C (-3.61752, -2.14874, 3.04248)  -0.009
C (-2.87473, -3.20281, 2.58716)  -0.229
C (-1.68196, -3.00641, 1.84315)  -0.165
I (-0.59945, -4.61449, 1.14601)  0.325
C (-1.27329, -1.72484, 1.60017)  0.250
O (-0.17163, -1.34779, 0.88041)  -0.614
C (-2.00790, -0.64647, 2.08113)  0.110
N (-1.47957, 0.58849, 1.76421)  -0.490
C (-2.18290, 1.67761, 2.10669)  0.116
C (-3.37730, 1.59561, 2.80111)  -0.267
C (-3.89049, 0.35910, 3.15599)  -0.026
C (-3.20633, -0.80487, 2.78951)  -0.049
H (-3.20612, -4.21203, 2.78840)  0.270
H (-1.77707, 2.63894, 1.82913)  0.219
H (-3.89501, 2.50755, 3.05932)  0.265
H (-4.82205, 0.28593, 3.70223)  0.265
F (0.95344, 5.55495, -3.62353)  -0.292
C (-0.02468, 5.62119, -2.72156)  0.965
F (-1.19324, 5.66415, -3.36200)  -0.293
F (0.11841, 6.73495, -2.00944)  -0.295
C (0.01879, 4.38997, -1.82889)  -0.010
C (-0.06228, 3.13234, -2.41225)  -0.185
C (-0.00217, 2.02368, -1.60096)  0.063
N (0.08398, 2.12517, -0.25629)  -0.524
C (0.14979, 3.35006, 0.30346)  0.059
C (0.14081, 4.50218, -0.45395)  -0.202
H (-0.14967, 3.01283, -3.48362)  0.277
H (-0.02095, 1.02416, -2.01699)  0.237
H (0.24150, 3.39383, 1.38158)  0.232
H (0.21798, 5.46707, 0.02670)  0.279
Br (3.70281, 2.94413, 1.59087)  0.084
C (4.37776, 1.80265, 2.94608)  -0.035
C (5.69143, 2.02505, 3.31361)  -0.238
C (6.25180, 1.31743, 4.36868)  -0.111
C (5.49839, 0.40058, 5.08776)  -0.205
C (4.18565, 0.17802, 4.73126)  -0.117
C (3.61237, 0.85599, 3.64308)  -0.222
C (2.24052, 0.46099, 3.38158)  0.807
O (1.40669, -0.03529, 4.04105)  -0.464
O (1.85451, 0.64345, 1.92320)  -0.657
H (6.27431, 2.76526, 2.78439)  0.252
H (7.28392, 1.50128, 4.63532)  0.248
H (5.93179, -0.13741, 5.91862)  0.250
H (3.58120, -0.53877, 5.27039)  0.246